(1)
Density functional theory data (ωB97M-V/def2-TZVPD) for a 2-piece molecular cluster, C11H12N3O9P overall.

The calculation puts the HOMO-LUMO gap at 3.411 eV. As for the total energy: -1609.0912 Eh. The HOMO energy comes out at 0.203 eV.

Geometry as ORCA input:
```
! wB97M-V def2-TZVPD RIJCOSX def2/J DEFGRID3
* xyz -2 1
N -3.8489 1.6249 -1.0808
P -3.7736 0.2041 -0.4490
O -4.8230 0.0787 0.7995
O -4.2552 -0.8462 -1.5921
C -2.0552 -0.3562 0.0948
C -1.3325 0.9193 0.5908
O -0.8771 1.7811 -0.4144
N 0.2349 1.1780 -1.0616
O 0.1469 1.3572 -2.2067
C -1.3091 -1.3423 -0.7944
C -2.0460 -2.6747 -0.4417
C -2.8090 -2.3605 0.8653
O -3.6953 -2.9375 1.3402
N -2.2128 -1.1787 1.3114
H -4.5133 2.1777 -0.5471
H -4.3465 0.3805 1.5870
H -4.1674 -0.3606 -2.4263
H -2.0460 1.4924 1.1950
H -0.5309 0.6276 1.2822
H -0.3322 -1.5107 -0.3296
H -1.1781 -1.1054 -1.8434
H -2.8120 -3.0038 -1.1512
H -1.4014 -3.5474 -0.3490
H -2.5880 -0.7432 2.1450
C 4.4846 -0.0161 -0.7927
C 5.6699 0.7073 -0.8760
C 5.9420 1.6313 0.3378
O 6.9885 2.2844 0.4498
C 4.9293 1.7277 1.3579
C 3.7419 1.0153 1.4301
C 3.5234 0.0149 0.2707
O 2.5417 -0.7445 0.2426
O 2.8557 1.0984 2.3184
O 6.5089 0.6785 -1.8035
H 4.2237 -0.6974 -1.5994
H 5.1620 2.4458 2.1405
*
```


(2)
Density functional theory data (ωB97M-V/def2-TZVPD) for one molecule with the formula C7H13N.

For the energy above the lowest of the compared OMol25 structures with the same formula, charge and spin, the calculation gives 117.6 kJ/mol. The calculation puts the HOMO-LUMO gap at 9.001 eV. As for the SMILES: C=C/C(N)=C/CCC. As for the total energy: -329.2267 Eh. The HOMO energy comes out at -7.914 eV.

Geometry as ORCA input:
```
! wB97M-V def2-TZVPD RIJCOSX def2/J DEFGRID3
* xyz 0 1
C 3.4132 0.2198 1.1884
C 2.5694 -0.6536 0.6431
C 1.4284 -0.2716 -0.2004
N 1.6444 0.7373 -1.1478
C 0.2706 -0.9287 -0.0449
C -1.0652 -0.5363 -0.6159
C -2.0029 -0.0240 0.4714
C -3.2123 0.7575 -0.0778
H 4.3632 -0.0529 1.6411
H 3.3258 1.2809 0.9807
H 2.6947 -1.6937 0.9195
H 2.4977 0.6142 -1.6723
H 0.8420 0.7949 -1.7624
H 0.2353 -1.7216 0.6893
H -1.4934 -1.3980 -1.1400
H -1.0274 0.2248 -1.3952
H -2.3894 -0.8556 1.0626
H -1.4649 0.6092 1.1744
H -3.0404 1.0547 -1.1173
H -3.4301 1.6368 0.5249
H -4.1587 0.2060 -0.1214
*
```


(3)
Density functional theory data (ωB97M-V/def2-TZVPD) for a 2-piece molecular cluster, C8H13N2S overall.

For the energy above the lowest of the compared OMol25 structures with the same formula, charge and spin, the calculation gives 317.0 kJ/mol. The calculation puts the HOMO-LUMO gap (alpha / beta) at 7.136 / 7.135 eV. As for the total energy: -819.9580 Eh. The HOMO energy (alpha / beta) comes out at -11.435 / -11.434 eV.

Geometry as ORCA input:
```
! wB97M-V def2-TZVPD RIJCOSX def2/J DEFGRID3
* xyz 1 1
C -3.6339 1.3777 0.3986
C -4.3681 0.3113 0.5334
C -2.2348 1.1603 0.0022
C -1.9135 -0.2385 -0.0092
C -1.4370 2.1988 -0.3584
C 1.2772 0.4345 0.9313
C -0.3682 -2.1035 -0.5080
C 3.1320 -0.6131 -0.1264
N -0.7603 -0.7477 -0.3532
N 2.1596 0.4582 0.0217
S -3.4450 -1.1596 -0.0067
H -4.0918 2.3609 0.3991
H -5.4436 0.1057 0.5194
H -1.8158 3.1382 -0.6147
H -0.3772 2.2304 -0.8106
H 0.4751 1.2282 0.8366
H 1.3764 -0.4007 1.6100
H -1.2142 -2.8461 -0.7475
H 0.5204 -2.1610 -1.1933
H 0.2042 -2.4103 0.3747
H 3.1545 -1.0672 -1.1374
H 4.1564 -0.4218 0.0881
H 2.8067 -1.5875 0.3718
H 2.0804 1.1408 -0.8146
*
```


(4)
Density functional theory data (ωB97M-V/def2-TZVPD) for C3H10N2O2 as an isolated structure.

For the energy above the lowest of the compared OMol25 structures with the same formula, charge and spin, the calculation gives 1032.4 kJ/mol. The calculation puts the HOMO-LUMO gap at 8.223 eV. As for the total energy: -379.9435 Eh. The HOMO energy comes out at -7.449 eV.

Geometry as ORCA input:
```
! wB97M-V def2-TZVPD RIJCOSX def2/J DEFGRID3
* xyz 0 1
C 0.4006 -0.2581 1.1997
C 0.0110 -0.6936 -1.3312
C 1.8147 0.2690 1.2562
N -1.6362 -0.4284 -0.5280
N -0.7071 1.2173 0.6713
O -1.6642 0.9311 -0.2972
O -2.6135 -0.6966 -1.4421
H -2.5569 -0.0430 -2.1679
H -0.5843 2.2281 0.6067
H 0.3422 -1.3094 0.9354
H -0.1231 -0.2009 2.1478
H 0.0699 0.3035 -1.7568
H 1.0032 -1.0521 -1.0739
H -0.3008 -1.4368 -2.0661
H 2.3513 -0.2505 2.0565
H 1.8357 1.3381 1.4615
H 2.3573 0.0823 0.3282
*
```


(5)
Density functional theory data (ωB97M-V/def2-TZVPD) for a 2-piece molecular cluster, C10H15N2 overall.

For the energy above the lowest of the compared OMol25 structures with the same formula, charge and spin, the calculation gives 98.2 kJ/mol. The calculation puts the HOMO-LUMO gap at 7.240 eV. As for the total energy: -499.3150 Eh. The HOMO energy comes out at -10.839 eV.

Geometry as ORCA input:
```
! wB97M-V def2-TZVPD RIJCOSX def2/J DEFGRID3
* xyz 1 1
C 2.9353 -0.7366 1.3581
C -0.2460 1.2507 0.9828
C 0.8966 0.6975 0.3789
C 1.5674 -0.1447 1.3450
C 0.7603 -0.1078 2.4453
C -1.0916 2.1093 0.2641
C -0.7070 2.5030 -0.9983
C 0.5110 2.0667 -1.5571
C 1.3340 1.2109 -0.8553
N -0.3605 0.6766 2.2275
H -1.9596 2.4924 0.7785
H -1.3516 3.1722 -1.5443
H -1.0080 0.8694 2.9743
H 0.7495 2.4310 -2.5490
H 0.8718 -0.5236 3.4333
H 2.3595 1.0390 -1.1521
H 3.4258 -0.7457 0.3916
H 2.9725 -1.7893 1.6351
H 3.6515 -0.0757 1.8660
C -2.6824 -2.0308 -1.4683
N -1.1641 -2.1196 -1.3878
H -0.7995 -3.0130 -1.0496
H -0.8117 -1.9137 -2.3223
H -0.8496 -1.4001 -0.7333
H -3.0466 -2.7459 -2.1908
H -2.8721 -1.0142 -1.8009
H -3.0851 -2.1583 -0.4713
*
```


(6)
Density functional theory data (ωB97M-V/def2-TZVPD) for C19H41N3O14S4 as an isolated structure.

For the energy above the lowest of the compared OMol25 structures with the same formula, charge and spin, the calculation gives 2931.5 kJ/mol. The calculation puts the HOMO-LUMO gap at 7.678 eV. As for the total energy: -3557.4510 Eh. The HOMO energy comes out at -8.643 eV.

Geometry as ORCA input:
```
! wB97M-V def2-TZVPD RIJCOSX def2/J DEFGRID3
* xyz 0 1
C 0.1907 0.3114 -0.5957
N -0.6020 0.5348 -1.8487
O -0.1136 0.7667 -2.9256
O -1.8241 0.4977 -1.7593
H -0.1064 -0.6191 -0.1120
H -0.1444 1.0890 0.0908
H 1.2437 0.3060 -0.8772
C 0.4193 -2.7435 -0.2149
N 1.5169 -2.4825 0.6603
O 1.8831 -1.2575 0.7021
O 2.1638 -3.3571 1.2185
H 0.1370 -3.7958 -0.1816
H 0.6269 -2.2096 -1.1423
H -0.4328 -2.1559 0.1267
C -0.3933 0.2564 -4.8332
N -1.4229 1.3640 -4.8255
O -2.4333 1.1430 -4.1383
O -1.2059 2.4223 -5.3937
H 0.6104 0.5635 -4.5392
H -0.3135 -0.1423 -5.8446
H -0.7503 -0.5275 -4.1653
C 4.7510 1.7630 0.1805
C 4.0762 0.6082 0.9712
C 2.7926 0.2139 0.2724
S 2.3374 1.7804 -0.7786
O 1.0121 2.2424 -0.3423
O 2.5753 1.4879 -2.2024
C 3.7667 2.7927 -0.2915
H 5.2756 1.3653 -0.6883
H 5.5642 2.1709 0.7808
H 3.7362 0.8853 1.9690
H 4.5728 -0.3468 1.1429
H 2.0480 0.0417 1.0497
H 2.8644 -0.5718 -0.4796
H 3.4469 3.4646 0.5049
H 3.8810 3.3922 -1.1946
C -3.0435 -3.5600 -2.1655
C -2.9901 -2.4067 -3.0793
C -2.6962 -1.1552 -2.2848
S -1.5331 -1.8103 -1.0159
O -1.9502 -1.4960 0.2784
O -0.2315 -1.3743 -1.5142
C -1.7451 -3.5243 -1.3617
H -3.1324 -4.4828 -2.7388
H -3.9870 -3.3978 -1.6443
H -3.9801 -2.3302 -3.5289
H -2.3915 -2.4553 -3.9889
H -3.5934 -0.9137 -1.7149
H -2.4301 -0.1952 -2.7272
H -1.5913 -4.1545 -0.4858
H -0.8769 -3.7897 -1.9648
C 0.4343 -1.1026 2.7393
C 0.2474 -1.5655 4.1572
C -0.8417 -2.7061 4.1054
S -1.6683 -2.8105 2.4821
O -3.1431 -2.5334 2.6192
O -1.2068 -3.9971 1.7953
C -0.9046 -1.3408 1.9205
H 1.1585 -1.7047 2.1904
H 0.7956 -0.0743 2.7352
H -0.1929 -0.7326 4.7054
H 1.1527 -1.9389 4.6357
H -1.7005 -2.4394 4.7214
H -0.6935 -3.7234 4.4674
H -1.5140 -0.4911 2.2283
H -0.9124 -1.3364 0.8305
C -0.4851 2.9428 0.4578
C -0.1122 4.4194 0.5522
C -0.7761 4.9424 1.8717
S -0.3969 3.5811 3.0524
O -1.5447 3.4330 3.9461
O 0.9016 3.9046 3.6565
C -0.2639 2.2106 1.7851
H -0.2361 2.4038 -0.4563
H -1.5351 2.9179 0.1664
H -0.4441 4.8542 -0.3906
H 0.9570 4.6193 0.6233
H -1.8437 5.0346 1.6721
H -0.3185 5.7853 2.3897
H -1.1369 1.5876 1.9795
H 0.6469 1.6525 2.0020
*
```